No. 1
This record from the OMol25 dataset describes C33H20N10OSSe4W as an isolated structure in a non-equilibrium geometry. The level of theory is the ωB97M-V functional and the def2-TZVPD basis.

Geometry as ORCA input:
```
! RIJCOSX wB97M-V def2-TZVPD def2/J DEFGRID3
* xyz 0 1
W -1.0765 0.3155 -1.5883
C 4.9565 0.9069 2.9300
C 5.3212 -0.3201 2.3388
C 4.4172 -1.0199 1.5322
C 3.1578 -0.4727 1.3709
C 2.0037 -0.8646 0.5626
N 2.2370 -1.6283 -0.4665
C 1.2125 -1.9001 -1.3100
C 0.9379 -3.1110 -1.9448
C 1.7077 -4.2196 -2.2811
C 0.9957 -5.3254 -2.7737
C -0.4162 -5.3338 -2.8553
C -1.1937 -4.2388 -2.4437
C -0.4830 -3.1156 -2.0308
C -0.8168 -2.0011 -1.2386
N -1.1436 -2.2843 0.0955
C -1.7840 -1.4140 0.8000
N -2.5625 -0.3884 0.3701
C -2.5226 0.5283 1.2727
N -2.8945 1.8324 1.0891
C -1.9524 2.5952 0.6044
N -0.7357 2.2270 0.1391
C 0.0349 2.7740 1.0850
N 0.9528 2.2031 1.7949
C 1.4208 0.9422 1.5337
N 0.8770 -0.1300 1.0027
C 2.8096 0.7261 1.9302
C 3.6842 1.4486 2.7204
C -0.5264 4.0946 1.3800
C -0.0298 5.2132 2.0110
C -0.9245 6.2708 2.2167
C -2.2822 6.1604 1.8340
C -2.7691 4.9914 1.2371
C -1.8520 3.9954 0.9911
C -2.0355 0.0095 2.5415
C -1.9172 0.5559 3.8007
C -1.3822 -0.2665 4.7975
C -0.9731 -1.5884 4.5070
C -1.0895 -2.1119 3.2131
C -1.6482 -1.2917 2.2548
N 0.1769 -1.1214 -1.6275
H 5.6714 1.4404 3.5514
H 6.3188 -0.7202 2.5030
H 4.6845 -1.9513 1.0468
H 2.7831 -4.2090 -2.1645
H 1.5465 -6.2146 -3.0726
H -0.9196 -6.2324 -3.2051
H -2.2752 -4.2571 -2.4100
H 3.3765 2.3908 3.1606
H 1.0027 5.2515 2.3312
H -0.5766 7.1797 2.6995
H -2.9642 6.9826 2.0328
H -3.8132 4.8498 0.9915
H -2.2030 1.5853 3.9822
H -1.2549 0.1278 5.8024
H -0.5312 -2.1950 5.2939
H -0.7266 -3.0993 2.9558
Se -1.8405 1.2463 -3.8648
Se -2.9022 3.0189 -5.1711
Se -3.2963 4.3121 -3.1938
Se -2.2522 2.5972 -1.7994
N -0.7056 -2.7306 -5.4632
C -0.0220 -1.6664 -4.9969
N 1.0386 -1.3108 -5.7489
S -0.4484 -0.8649 -3.6185
H -0.2375 -3.3993 -6.0580
H -1.4394 -3.0992 -4.8692
H 1.0572 -1.5573 -6.7284
H 1.5106 -0.4497 -5.4964
O -2.4722 -0.6674 -1.8888
*
```

Computed properties:
Energy   -11962.890618 Eh
F_max   6.929 eV Å⁻¹

Results of the Löwdin charge analysis, in e, for atoms 1 through 2: 1.16, -0.06

***

No. 2
This record from the OMol25 dataset describes C33H21Br2N5O4PbS4 as an isolated structure. The level of theory is the ωB97M-V functional and the def2-TZVPD basis.

Geometry as ORCA input:
```
! RIJCOSX wB97M-V def2-TZVPD def2/J DEFGRID3
* xyz 0 1
Pb 0.2514 -1.3051 0.5832
C -3.5140 -4.1485 1.3271
C -4.4178 -3.3964 2.0551
C -4.0366 -2.1530 2.5328
C -2.7583 -1.6895 2.2572
N -1.8966 -2.4168 1.5432
C -2.2576 -3.6138 1.0928
C -2.2594 -0.3807 2.7709
C -3.1035 0.5503 3.3659
C -2.5672 1.7330 3.8332
C -1.2070 1.9559 3.7194
C -0.4275 0.9835 3.1124
N -0.9545 -0.1457 2.6356
C 1.0502 1.1272 2.9709
C 1.7876 2.0286 3.7294
C 3.1623 2.0700 3.5698
C 3.7686 1.2058 2.6732
C 2.9637 0.3347 1.9594
N 1.6418 0.3076 2.1018
H -3.7641 -5.1286 0.9471
H -5.4114 -3.7730 2.2591
H -4.7288 -1.5641 3.1147
H -1.5089 -4.1705 0.5387
H -4.1667 0.3792 3.4176
H -3.2097 2.4873 4.2667
H -0.7740 2.8844 4.0602
H 1.3029 2.6709 4.4497
H 3.7549 2.7623 4.1535
H 4.8400 1.1945 2.5324
H 3.3784 -0.3772 1.2555
S 0.7726 -5.7669 0.4974
C 1.4356 -4.2927 0.9091
S 1.4888 -3.4141 2.3309
S 1.9941 -3.7144 -0.6267
C 0.7650 2.1862 -0.8866
C 1.8106 1.4020 -1.6188
C 2.4307 1.9951 -2.7485
C 3.4460 1.3497 -3.3755
C 3.8767 0.0929 -2.8887
C 4.9782 -0.6247 -3.4126
Br 5.9512 0.0583 -4.8882
C 5.3900 -1.7954 -2.8553
C 4.6866 -2.3311 -1.7606
Br 5.3836 -3.8808 -0.9506
C 3.5615 -1.7195 -1.2629
O 2.8506 -2.2307 -0.2205
C 3.1658 -0.4546 -1.7972
N 2.1476 0.2134 -1.1818
H 1.1918 3.1214 -0.5164
H 0.3562 1.6399 -0.0415
H -0.0586 2.4527 -1.5512
H 2.0923 2.9657 -3.0865
H 3.9456 1.7897 -4.2272
H 6.2565 -2.3162 -3.2352
O -4.1042 0.8326 0.3899
S -2.8589 1.3006 -0.1639
O -2.2235 2.4037 0.5186
N -1.8116 0.0848 -0.3818
C -1.5442 -0.1417 -1.6875
O -0.7490 -0.9930 -2.0836
C -2.2839 0.7929 -2.6011
C -2.2351 0.8516 -3.9818
C -2.9939 1.8261 -4.6180
C -3.7772 2.7155 -3.8851
C -3.8240 2.6539 -2.4971
C -3.0624 1.6792 -1.8850
H -1.6212 0.1510 -4.5325
H -2.9804 1.8976 -5.6978
H -4.3587 3.4657 -4.4051
H -4.4291 3.3412 -1.9213
*
```

Computed properties:
F_max   0.161 eV Å⁻¹
Energy above the lowest of the compared OMol25 structures with the same formula, charge and spin   0.000 eV

Results of the Löwdin charge analysis, in e, for atoms 1 through 2: 1.40, -0.03

***

No. 3
This record from the OMol25 dataset describes a 5-piece molecular cluster, C33H22I2O11 overall in a non-equilibrium geometry. The level of theory is the ωB97M-V functional and the def2-TZVPD basis.

Geometry as ORCA input:
```
! RIJCOSX wB97M-V def2-TZVPD def2/J DEFGRID3
* xyz 0 1
C -0.5438 -0.1226 -3.9177
C -0.8739 -0.7608 -2.9435
C -1.0612 -1.5931 -1.6879
C -1.4079 -1.1342 -0.4337
C -1.7166 0.2950 0.1265
I -3.5417 1.1497 -0.7580
C -0.4972 1.3074 0.1352
C -0.1196 1.9415 -1.2623
I -0.7933 2.8842 1.5969
C -1.4831 -2.5023 0.3716
O -1.8759 -2.5000 1.5070
O -1.1038 -3.6013 -0.4047
C -0.8657 -3.1414 -1.7120
O -0.5336 -3.8187 -2.6406
H -0.1298 0.4201 -4.7958
H -1.9956 0.1397 1.2170
H 0.4133 0.7263 0.4765
H -0.9733 2.0492 -1.9850
H 0.7021 1.3779 -1.8062
H 0.2818 2.9871 -1.0780
C 0.5002 -4.0774 -5.4070
C 1.6019 -4.8272 -5.3828
C 2.3189 -5.1809 -6.6276
O 3.3225 -5.8662 -6.6062
C 1.7665 -4.6685 -7.9025
C 0.6657 -3.9191 -7.9284
C -0.0518 -3.5652 -6.6820
O -1.0548 -2.8797 -6.7055
H -0.0371 -3.8101 -4.5029
H 2.0198 -5.2096 -4.4597
H 2.3044 -4.9365 -8.8033
H 0.2481 -3.5370 -8.8517
C 2.6609 -2.9988 0.0828
C 3.7977 -3.5467 0.5085
C 4.7946 -2.7560 1.2657
O 5.8318 -3.2536 1.6525
C 4.4777 -1.3346 1.5318
C 3.3403 -0.7869 1.1058
C 2.3453 -1.5781 0.3497
O 1.3025 -1.0792 -0.0397
H 1.9209 -3.5621 -0.4729
H 4.0442 -4.5846 0.3228
H 5.2175 -0.7716 2.0870
H 3.0934 0.2513 1.2913
C -5.7451 5.1241 2.0403
C -6.1541 5.9340 3.0157
C -5.3669 7.1257 3.4051
O -5.7381 7.8635 4.2957
C -4.1090 7.3832 2.6680
C -3.7000 6.5732 1.6926
C -4.4873 5.3817 1.3032
O -4.1159 4.6444 0.4132
H -6.3074 4.2479 1.7427
H -7.0715 5.7608 3.5643
H -3.5466 8.2593 2.9656
H -2.7825 6.7463 1.1439
C 0.4175 0.5356 5.7118
C 0.5503 1.0606 4.4940
C 1.8776 1.1771 3.8487
O 2.0093 1.6575 2.7354
C 3.0495 0.6859 4.6092
C 2.9164 0.1614 5.8261
C 1.5892 0.0451 6.4710
O 1.4672 -0.4347 7.5794
H -0.5452 0.4433 6.1988
H -0.2958 1.4221 3.9269
H 4.0127 0.7779 4.1227
H 3.7634 -0.2013 6.3951
*
```

Computed properties:
Energy   -2693.497777 Eh
F_max   3.223 eV Å⁻¹
Structure (SMILES)   C#CC1=C([C@H](I)[C@@H](C)I)C(=O)OC1=O.O=C1C=CC(=O)C=C1.O=C1C=CC(=O)C=C1.O=C1C=CC(=O)C=C1.O=C1C=CC(=O)C=C1

Results of the Löwdin charge analysis, in e, for atoms 1 through 2: 0.13, -0.05

***

No. 4
This record from the OMol25 dataset describes C33H24BrF3NO9PSSe2W as an isolated structure in a non-equilibrium geometry. The level of theory is the ωB97M-V functional and the def2-TZVPD basis.

Geometry as ORCA input:
```
! RIJCOSX wB97M-V def2-TZVPD def2/J DEFGRID3
* xyz 0 1
W -0.4610 -1.4118 -0.5812
C 0.1960 -4.7890 -1.7041
C -1.0983 -4.2916 -1.5509
C -1.6353 -3.4569 -2.5406
C -0.8713 -3.1273 -3.6609
C 0.4158 -3.6218 -3.7987
C 0.9415 -4.4622 -2.8300
H 0.6107 -5.4533 -0.9598
H -1.7272 -4.6303 -0.7318
H -2.6839 -3.1763 -2.5018
H -1.3000 -2.5083 -4.4354
H 0.9927 -3.3626 -4.6712
H 1.9311 -4.8773 -2.9533
Se 0.7894 -0.2380 1.2253
P 0.2698 1.5517 -0.0263
Se -0.5577 -0.1128 -2.5669
C 1.7838 2.5529 -0.1696
C 2.1799 3.0869 -1.3881
C 3.3115 3.8866 -1.4325
C 4.0366 4.1258 -0.2751
C 3.6515 3.5552 0.9306
C 2.5261 2.7560 0.9890
C -0.8429 2.6111 0.9455
C -0.9975 3.9310 0.5247
C -1.8270 4.7769 1.2342
C -2.5224 4.3049 2.3385
C -2.3934 2.9819 2.7352
C -1.5626 2.1268 2.0340
H 1.6304 2.8463 -2.2887
H 3.6560 4.2977 -2.3703
H 4.9299 4.7272 -0.3211
H 4.2355 3.7137 1.8254
H 2.2189 2.2564 1.8997
H -0.4584 4.2857 -0.3391
H -1.9361 5.8051 0.9243
H -3.1756 4.9640 2.8917
H -2.9438 2.6213 3.5922
H -1.4712 1.0933 2.3407
O 2.1740 -3.5715 0.1702
C 2.2364 -2.5309 -0.4557
O 1.0928 -2.1118 -1.1165
C 3.3118 -1.5639 -0.5231
C 3.2084 -0.4786 -1.4212
C 4.1503 0.5145 -1.4063
C 5.1709 0.4872 -0.4492
C 5.3049 -0.6025 0.4217
C 4.3987 -1.6308 0.3706
N 6.0490 1.5904 -0.3541
O 5.9715 2.4685 -1.2109
O 6.8234 1.6434 0.5949
H 2.3890 -0.4409 -2.1357
H 4.1195 1.3443 -2.0921
H 6.1305 -0.6050 1.1160
H 4.4747 -2.4818 1.0298
Br -8.2576 -1.2130 0.7625
C -6.6467 -0.2388 0.5432
C -6.7088 1.1500 0.5488
C -5.5346 1.8750 0.3950
C -4.3323 1.2300 0.2220
C -4.2786 -0.1762 0.2010
C -5.4623 -0.9177 0.3725
C -3.0364 -0.8429 -0.0234
O -2.8772 -2.0815 -0.3287
O -1.8697 -0.1948 -0.0029
H -7.6554 1.6538 0.6655
H -5.5651 2.9543 0.3963
H -3.4300 1.8012 0.0760
H -5.4212 -1.9953 0.3705
F -0.5762 -4.1693 4.1323
C -0.1315 -3.2685 3.2676
F 0.9342 -3.7619 2.6537
F 0.2344 -2.1744 3.9311
S -1.4354 -2.8457 1.9830
O -1.8286 -1.4913 2.2464
O -2.3907 -3.8854 1.9863
O -0.5779 -2.7772 0.7289
*
```

Computed properties:
F_max   5.209 eV Å⁻¹
Energy above the lowest of the compared OMol25 structures with the same formula, charge and spin   0.976 eV

Results of the Löwdin charge analysis, in e, for atoms 1 through 2: 1.23, -0.09

***

No. 5
This record from the OMol25 dataset describes C33H24Cl2IrNO2P as an isolated structure in a non-equilibrium geometry. The level of theory is the ωB97M-V functional and the def2-TZVPD basis.

Geometry as ORCA input:
```
! RIJCOSX wB97M-V def2-TZVPD def2/J DEFGRID3
* xyz 1 1
Ir 0.4233 -0.0015 0.3421
Cl -0.3024 -0.0856 7.5315
C -0.4520 -0.1416 5.8092
C -1.2265 -1.1583 5.2189
C -1.3739 -1.2272 3.8574
Cl -2.3248 -2.4886 3.1467
C -0.7480 -0.2958 3.0057
O -0.9606 -0.3479 1.7078
C 0.0420 0.6930 3.6185
C 0.7399 1.6220 2.8141
O 0.7864 1.6320 1.5649
C 0.1780 0.7716 5.0230
H -1.6969 -1.9037 5.8472
H 1.2784 2.4276 3.3248
H 0.7918 1.5456 5.4689
C 2.2184 -1.0248 0.1149
C 2.0844 -1.5506 1.4874
C 2.7218 -0.9404 2.5672
C 2.6460 -1.4780 3.8433
C 1.9010 -2.6283 4.0596
C 1.2480 -3.2510 2.9956
C 1.3587 -2.7246 1.7246
C 1.7845 -3.1750 5.3951
N 1.6725 -3.5912 6.4604
H 2.1463 -1.7601 -0.6795
H 3.0074 -0.2900 -0.0370
H 3.3148 -0.0485 2.3912
H 3.1634 -1.0128 4.6730
H 0.6741 -4.1514 3.1727
H 0.8833 -3.2282 0.8903
C 0.9430 -0.9911 -6.2311
C 0.8523 -1.9584 -5.2377
C 0.5791 -1.5811 -3.9339
C 0.3929 -0.2332 -3.6252
C 0.4939 0.7381 -4.6168
C 0.7630 0.3500 -5.9218
P -0.1328 0.2029 -1.9603
C -1.9345 -0.0345 -1.9698
C -2.5555 -0.8913 -1.0636
C -3.9402 -1.0104 -1.0490
C -4.7043 -0.2903 -1.9532
C -4.0881 0.5324 -2.8907
C -2.7110 0.6569 -2.9039
C 0.1478 2.0026 -1.8090
C -0.8420 2.8584 -1.3323
C -0.5527 4.1995 -1.1216
C 0.7207 4.6886 -1.3744
C 1.7118 3.8381 -1.8474
C 1.4301 2.4970 -2.0589
H 1.1575 -1.2841 -7.2507
H 0.9947 -3.0034 -5.4801
H 0.5013 -2.3349 -3.1577
H 0.3582 1.7853 -4.3821
H 0.8332 1.1006 -6.6982
H -1.9683 -1.4872 -0.3784
H -4.4152 -1.6649 -0.3296
H -5.7837 -0.3751 -1.9379
H -4.6849 1.0761 -3.6119
H -2.2347 1.2952 -3.6402
H -1.8380 2.4815 -1.1338
H -1.3268 4.8638 -0.7591
H 0.9435 5.7338 -1.2014
H 2.7045 4.2193 -2.0499
H 2.2056 1.8333 -2.4277
*
```

Computed properties:
F_max   1.526 eV Å⁻¹
Energy above the lowest of the compared OMol25 structures with the same formula, charge and spin   2.488 eV

Results of the Löwdin charge analysis, in e, for atoms 1 through 2: 1.21, 0.72

***

No. 6
This record from the OMol25 dataset describes a 2-piece molecular cluster, C33H25BF6 overall in a non-equilibrium geometry. The level of theory is the ωB97M-V functional and the def2-TZVPD basis.

Geometry as ORCA input:
```
! RIJCOSX wB97M-V def2-TZVPD def2/J DEFGRID3
* xyz 0 1
C 5.1005 -3.6493 -0.7833
C 3.7465 -3.0417 -1.0075
C 3.4208 -2.4565 -2.2425
C 2.2088 -1.8173 -2.4274
C 1.2307 -1.7840 -1.3973
C -0.0316 -1.0896 -1.5656
C -1.2826 -1.7550 -1.3644
C -2.4903 -1.1096 -1.7533
C -3.7193 -1.7091 -1.5745
C -3.8245 -2.9886 -1.0066
C -5.1790 -3.6022 -0.8228
C -2.6477 -3.6709 -0.6636
C -1.4068 -3.0868 -0.8619
C 1.5394 -2.4731 -0.1983
C 2.7842 -3.0497 0.0023
H 5.2044 -3.9778 0.2558
H 5.2719 -4.5181 -1.4295
H 5.8975 -2.9262 -0.9966
H 4.1435 -2.5193 -3.0627
H 1.9639 -1.3484 -3.3837
H -0.0479 -0.2435 -2.2530
H -2.4127 -0.1348 -2.2419
H -4.6251 -1.2037 -1.9157
H -5.1212 -4.5273 -0.2427
H -5.8574 -2.9081 -0.3085
H -5.6414 -3.8406 -1.7892
H -2.7146 -4.6925 -0.2826
H -0.5075 -3.6754 -0.6807
H 0.7817 -2.5420 0.5777
H 3.0004 -3.5467 0.9520
F 1.5735 4.1561 -0.3549
C 0.2794 4.0452 -0.7947
C -0.2412 5.1825 -1.4006
C -1.5788 5.1817 -1.7947
C -2.3668 4.0334 -1.6074
C -1.7925 2.9461 -0.9771
F -2.6202 1.8888 -0.6730
C -0.4749 2.9025 -0.5237
B 0.0048 1.6585 0.3522
C 1.5077 1.7771 0.8844
C 2.5831 1.2505 0.1803
F 2.3911 0.9246 -1.1468
C 3.8770 1.1733 0.6905
C 4.1457 1.7904 1.9159
C 3.1270 2.4524 2.6062
C 1.8451 2.4374 2.0718
F 0.9069 3.2064 2.6989
C -0.9456 1.3540 1.6059
C -0.8776 0.1111 2.2252
F 0.1344 -0.7495 1.8372
C -1.6621 -0.2788 3.3011
C -2.5150 0.6689 3.8716
C -2.5935 1.9542 3.3305
C -1.7970 2.2694 2.2345
F -1.7755 3.5842 1.8588
H -0.0672 0.6113 -0.3924
H 0.3960 6.0566 -1.5117
H -2.0156 6.0720 -2.2565
H -3.4163 3.9960 -1.9014
H 4.6319 0.6593 0.0968
H 5.1557 1.7598 2.3242
H 3.3047 2.9831 3.5409
H -1.5544 -1.2944 3.6821
H -3.1190 0.4001 4.7401
H -3.2355 2.7234 3.7539
*
```

Computed properties:
F_max   1.124 eV Å⁻¹
Energy above the lowest of the compared OMol25 structures with the same formula, charge and spin   0.000 eV

Results of the Löwdin charge analysis, in e, for atoms 1 through 2: -0.05, -0.26

***

No. 7
This record from the OMol25 dataset describes C33H25BiBrN9 as an isolated structure in a non-equilibrium geometry. The level of theory is the ωB97M-V functional and the def2-TZVPD basis.

Geometry as ORCA input:
```
! RIJCOSX wB97M-V def2-TZVPD def2/J DEFGRID3
* xyz 2 1
Bi 0.2143 -0.0621 0.3675
C -2.8527 2.3135 2.7358
C -3.3852 3.2759 1.8739
C -2.8709 3.3901 0.6058
C -1.8375 2.5287 0.1900
N -1.3731 1.5756 1.0230
C -1.8531 1.4978 2.2678
N -1.2901 2.7801 -1.0137
C -0.6525 1.9817 -1.7807
N -0.4766 0.6202 -1.6012
C 0.1490 0.1041 -2.7192
N 0.3782 -1.1309 -2.9663
C 0.1602 -2.1937 -2.1708
C -0.0345 -3.4335 -2.8127
C -0.1420 -4.5785 -2.0659
C -0.0328 -4.4908 -0.6748
C 0.1510 -3.2524 -0.1091
N 0.2226 -2.1259 -0.8251
C 0.4349 1.1907 -3.6441
C 1.0383 1.2129 -4.8869
C 1.1455 2.4431 -5.5270
C 0.6570 3.6051 -4.9435
C 0.0373 3.5845 -3.6984
C -0.0639 2.3647 -3.0565
H -3.2072 2.2224 3.7494
H -4.1683 3.9370 2.2095
H -3.2228 4.1314 -0.0911
H -1.3885 0.7525 2.8958
H -0.0881 -3.4434 -3.8888
H -0.2834 -5.5356 -2.5443
H -0.0796 -5.3748 -0.0615
H 0.2600 -3.1270 0.9579
H 1.4075 0.3066 -5.3377
H 1.6080 2.4943 -6.5015
H 0.7506 4.5422 -5.4720
H -0.3528 4.4807 -3.2445
N -1.3650 -2.1215 3.1312
C -0.0839 -1.7721 3.5123
C 0.3527 -2.1492 4.7911
C 1.6292 -1.8085 5.1826
C 2.4477 -1.1055 4.2997
C 1.9337 -0.7779 3.0664
N 0.6996 -1.1002 2.6808
C -2.1660 -1.8948 2.0439
C -3.4625 -2.4446 2.1422
C -4.3697 -2.2860 1.1261
C -3.9778 -1.5711 -0.0066
C -2.7049 -1.0632 -0.0427
N -1.8086 -1.2086 0.9485
H -1.8386 -2.6613 3.8507
H -0.3039 -2.6919 5.4522
H 1.9886 -2.0800 6.1627
H 3.4528 -0.8275 4.5698
H 2.5129 -0.2330 2.3337
H -3.7296 -2.9899 3.0344
H -5.3618 -2.7010 1.2087
H -4.6487 -1.4205 -0.8343
H -2.3534 -0.5015 -0.8935
Br 1.6403 2.8648 1.4706
C 2.9797 2.1491 0.3162
C 4.2396 2.7216 0.2586
C 5.1636 2.1264 -0.5870
C 4.7887 1.0140 -1.3302
C 3.4971 0.5337 -1.1967
N 2.6093 1.0891 -0.3799
H 4.4869 3.5891 0.8515
H 6.1625 2.5276 -0.6587
H 5.4866 0.5296 -1.9923
H 3.1444 -0.3227 -1.7509
*
```

Computed properties:
F_max   1.486 eV Å⁻¹
Energy above the lowest of the compared OMol25 structures with the same formula, charge and spin   0.000 eV

Results of the Löwdin charge analysis, in e, for atoms 1 through 2: 1.90, -0.03